Record 1
C2H4N2O2S | ωB97M-V with the def2-TZVPD basis set

The energy comes out at -20044.6471 eV. The charge is 0.

```
11
Properties=species:S:1:pos:R:3:forces:R:3
S -1.460 -0.585 0.105 -0.138 -0.352 0.535
O -1.153 0.813 0.723 -0.782 1.077 0.483
O -1.978 -1.269 1.251 -1.225 -2.099 0.993
N -0.157 1.360 -0.514 -0.605 0.039 -0.705
N -0.536 2.213 -1.129 0.560 0.890 -0.947
C 0.356 -0.995 0.084 -1.546 0.570 1.097
C 0.867 0.367 -0.268 4.466 0.025 -0.469
H 1.599 0.218 -1.129 -1.254 0.970 0.622
H 1.444 0.924 0.490 -0.048 -0.800 0.077
H 0.500 -1.407 1.135 0.189 0.653 -1.552
H 0.519 -1.640 -0.748 0.383 -0.972 -0.133
```
Forces are in eV/Å.

These are the Mulliken partial charges, in e, on atoms 1 to 8: 0.533 -0.429 -0.570 0.623 -0.517 -0.490 -0.409 0.347



Record 2
C2H4N2O2S | ωB97M-V with the def2-TZVPD basis set

The energy comes out at -20046.2880 eV. The charge is 0.

```
11
Properties=species:S:1:pos:R:3:forces:R:3
S -2.361 -0.243 -0.515 -0.014 1.167 0.864
O -2.380 -1.543 0.081 0.066 -0.311 -0.142
O -2.206 0.869 0.403 -0.179 -0.708 -0.855
N 2.005 0.044 0.656 3.583 -1.934 -0.926
N 0.450 0.124 -1.223 -1.380 1.726 0.338
C 0.587 -0.256 0.154 1.588 -1.939 -0.744
C 1.099 0.610 1.198 -3.645 0.658 1.091
H 0.911 -0.422 -1.923 0.355 -0.810 0.207
H 0.286 -1.320 0.410 0.124 1.536 -0.547
H 0.815 1.054 2.114 -0.013 1.143 0.588
H 0.795 1.084 -1.354 -0.485 -0.527 0.126
```
Forces are in eV/Å.

These are the Mulliken partial charges, in e, on atoms 1 to 8: 0.744 -0.391 -0.397 -0.489 -0.521 0.038 -0.145 0.203



Which of these has the highest energy? number 1



What is the formula in the first record? C2H4N2O2S



Look up the charge of the second one. 0